2 unconnected molecules or ions with the total composition C21H30Br3INO6P in a non-equilibrium geometry, computed with the ωB97M-V functional and the def2-TZVPD basis.

XYZ file:
```
63
C21H30Br3INO6P, DFT the ωB97M-V functional and the def2-TZVPD basis
C 1.1400 2.8629 -1.7656
C -0.3063 3.6384 -1.5994
C -1.2867 2.8331 -0.5594
C -2.8867 2.8631 -1.0441
C -0.7815 1.3187 -0.1661
C 0.0527 0.9479 1.2355
I 0.6035 2.5069 2.6836
C 0.4994 -0.6201 1.6088
Br 1.4413 -0.9178 3.3466
C 0.1769 -1.8653 0.5931
O 0.5447 -3.2751 0.7771
C 1.9982 -3.4884 0.7934
C 2.8269 -2.7971 -0.4380
C 2.3110 -3.4155 -1.9039
C 4.3954 -3.2506 -0.2941
C 5.2625 -2.4293 0.8267
C 5.2135 -3.1186 2.3470
C 4.9519 -0.8222 0.9136
C -0.6574 -1.4904 -0.7914
C -1.1190 0.0494 -1.1500
C -1.9295 -0.0711 -2.5696
O -2.1953 0.8681 -3.4836
N -2.3504 -1.5550 -2.5518
P -3.9154 -1.7965 -1.6689
O -5.1459 -1.0943 -2.4236
O -4.3271 -3.5168 -1.5098
O -3.8839 -1.1723 -0.0315
C -1.2032 -2.4361 -2.0138
O -0.8522 -3.6474 -2.4516
H 1.0360 1.8741 -2.4166
H 1.6437 2.6382 -0.7333
H 1.8570 3.6323 -2.3246
H -0.0554 4.7078 -1.1385
H -0.8273 3.7938 -2.6550
H -1.2778 3.4612 0.4555
H -3.2978 1.7668 -0.8173
H -3.5070 3.6968 -0.4592
H -2.9761 3.0626 -2.1991
H 2.4700 -3.2328 1.8598
H 2.1582 -4.6662 0.6786
H 2.7133 -1.6372 -0.5343
H 1.8858 -4.4974 -1.7562
H 1.5818 -2.6819 -2.4709
H 3.2692 -3.5201 -2.5951
H 5.0086 -3.2130 -1.3001
H 4.3996 -4.3927 0.0535
H 6.4060 -2.5259 0.4973
H 6.1948 -2.8159 2.9116
H 4.3031 -2.6489 2.9540
H 5.1054 -4.2837 2.3121
H 3.7995 -0.5786 1.0538
H 5.3030 -0.2991 -0.0832
H 5.5096 -0.2681 1.7998
H -4.3874 -3.7392 -0.5339
H -4.1259 -1.8786 0.6421
Br -3.2640 4.6591 2.1347
C -4.9605 4.9831 3.0405
C -5.9629 5.6260 2.1106
Br -5.5809 7.5225 1.8627
H -4.7400 5.5868 3.9252
H -5.3066 3.9951 3.3573
H -6.9670 5.5927 2.5430
H -5.9854 5.1723 1.1159
```

The calculation puts the total energy at -9684.9561 hartree. The calculation puts the HOMO energy at -9.1593 eV.

The computed Löwdin charges, all in e, follow:
1 C -0.1423
2 C -0.2068
3 C -0.3235
4 C -0.0922
5 C -0.0730
6 C -0.5368
7 I 0.7764
8 C -0.5087
9 Br 0.6076
10 C -0.1005
11 O -0.1377
12 C -0.1725
13 C -0.2953
14 C -0.0812
15 C -0.1677
16 C -0.3723
17 C -0.1169
18 C -0.1194
19 C 0.0572
20 C 0.0265
21 C -0.2218
22 O 0.0310
23 N -0.0858
24 P 0.7684
25 O -0.3494
26 O -0.1904
27 O -0.2096
28 C -0.2335
29 O 0.0237
30 H 0.0874
31 H 0.0651
32 H 0.0860
33 H 0.1215
34 H 0.1209
35 H 0.0451
36 H 0.0856
37 H 0.0322
38 H 0.0798
39 H 0.0917
40 H 0.1532
41 H 0.1262
42 H 0.0939
43 H 0.0743
44 H 0.0800
45 H 0.1185
46 H 0.1250
47 H 0.1326
48 H 0.0795
49 H 0.0593
50 H 0.0790
51 H 0.0589
52 H 0.0882
53 H 0.0907
54 H 0.0763
55 H 0.0878
56 Br 0.6563
57 C -0.6795
58 C -0.6957
59 Br 0.6009
60 H 0.0536
61 H 0.0600
62 H 0.0588
63 H 0.0537